This record from the Open Molecules 2025 dataset describes one molecule with the formula C6H10N2O2S. The level of theory is wB97M-V/def2-TZVPD.

Max |F| ... 4.5 eV/Å
Gap between HOMO and LUMO ... 9.66 eV
Relative energy (zero: lowest compared OMol25 entry of this formula, charge and spin) ... 240.7 kJ/mol
E_HOMO ... -9.15 eV
M ... 174.23 u
DFT total energy ... -24293.31317 eV
Lowest unoccupied orbital energy ... 0.5 eV

Structure (ORCA input):
```
! RIJCOSX wB97M-V def2-TZVPD def2/J DEFGRID3
* xyz 0 1
C -2.310 1.013 -1.162
C -0.882 -1.755 -0.034
C -1.797 0.318 1.260
C -0.852 -0.157 0.155
C 2.888 0.214 -0.229
C 1.367 0.397 -0.631
N -1.194 0.443 -1.080
N 0.578 0.131 0.560
O 0.140 -2.347 0.565
O -1.744 -2.361 -0.579
S -3.192 1.158 0.387
H -2.761 1.465 -1.952
H -2.321 -0.510 1.811
H -1.243 1.126 1.817
H 3.444 0.837 0.481
H 3.026 -0.802 0.222
H 3.415 0.185 -1.268
H 1.095 -0.310 -1.496
H 1.115 1.492 -1.026
H 0.504 1.028 1.189
H 0.724 -1.563 1.009
*
```

***

This record from the Open Molecules 2025 dataset describes C17H22F3N4O3PPd as an isolated structure. The level of theory is wB97M-V/def2-TZVPD.

Max |F| ... 0.2 eV/Å
Gap between HOMO and LUMO ... 6.78 eV
Relative energy (zero: lowest compared OMol25 entry of this formula, charge and spin) ... 120.5 kJ/mol
E_HOMO ... -15.72 eV
M ... 524.78 u
DFT total energy ... -50992.59557 eV
Lowest unoccupied orbital energy ... -8.9 eV

Structure (ORCA input):
```
! RIJCOSX wB97M-V def2-TZVPD def2/J DEFGRID3
* xyz 2 1
Pd 0.514 -0.812 -0.115
F 1.277 -0.260 -4.600
C 0.232 0.465 -4.171
F -0.892 -0.118 -4.590
F 0.311 1.678 -4.689
C 0.256 0.511 -2.624
O 0.347 1.573 -2.026
O 0.172 -0.657 -2.102
C 2.665 -0.401 -0.305
C 2.670 -1.777 -0.590
C 2.851 -2.723 0.470
C 2.970 -4.057 0.194
C 2.908 -4.485 -1.143
C 2.737 -3.583 -2.210
C 2.616 -2.250 -1.943
C 3.014 -5.884 -1.430
N 3.088 -7.008 -1.652
H 2.714 0.326 -1.109
H 2.893 -0.064 0.699
H 2.892 -2.354 1.487
H 3.115 -4.782 0.983
H 2.705 -3.955 -3.225
H 2.481 -1.544 -2.751
C -3.597 2.116 1.451
N -2.950 2.549 0.123
C -2.005 3.740 0.408
N -1.066 3.397 1.415
C -1.739 2.984 2.646
N -2.597 1.820 2.415
C -1.831 0.604 2.132
P -0.840 0.849 0.596
C -2.205 1.418 -0.521
C -0.037 2.457 0.976
H -4.226 1.254 1.236
H -4.213 2.954 1.775
H -3.684 2.862 -0.517
H -2.647 4.557 0.737
H -1.521 3.994 -0.534
H -2.352 3.809 3.009
H -0.997 2.743 3.404
H -2.505 -0.248 2.030
H -1.148 0.402 2.955
H -2.903 0.602 -0.715
H -1.788 1.773 -1.460
H 0.468 2.820 0.081
H 0.698 2.315 1.769
C 0.205 -1.961 2.417
O 0.859 -0.858 1.806
H 0.709 -2.912 2.210
H -0.840 -2.070 2.100
H 0.216 -1.809 3.499
*
```

***

This record from the Open Molecules 2025 dataset describes a 14-piece molecular cluster, C41H85F6N8O17S2 overall. The level of theory is wB97M-V/def2-TZVPD.

Max |F| ... 3.0 eV/Å
Gap between HOMO and LUMO ... 8.56 eV
E_HOMO ... -6.88 eV
M ... 1140.29 u
DFT total energy ... -128600.93217 eV
Lowest unoccupied orbital energy ... 1.7 eV

Structure (ORCA input):
```
! RIJCOSX wB97M-V def2-TZVPD def2/J DEFGRID3
* xyz -1 1
C -1.482 1.615 -1.894
F -2.506 1.722 -1.047
F -1.600 0.448 -2.493
F -1.599 2.616 -2.743
S 0.191 1.793 -1.034
O 1.109 2.125 -2.095
O 0.020 2.853 -0.065
N 0.372 0.291 -0.332
S 1.063 0.478 1.053
O 2.367 1.107 0.981
O 0.186 0.846 2.130
C 1.545 -1.335 1.446
F 2.570 -1.322 2.282
F 0.537 -1.947 2.068
F 1.854 -2.030 0.359
C -2.729 -1.566 6.129
O -3.477 -1.499 7.081
N -1.725 -0.681 5.885
C -0.808 -0.929 4.776
C -1.415 0.437 6.735
H -2.769 -2.344 5.352
H 0.147 -1.239 5.212
H -0.620 -0.024 4.198
H -1.158 -1.698 4.092
H -1.269 1.326 6.117
H -2.229 0.686 7.413
H -0.536 0.220 7.348
C 3.501 2.776 4.800
O 2.558 3.434 4.412
N 3.412 1.458 5.119
C 4.579 0.672 5.427
C 2.132 0.781 5.194
H 4.537 3.131 4.935
H 4.726 0.467 6.499
H 5.474 1.196 5.098
H 4.449 -0.337 5.029
H 1.947 0.464 6.225
H 1.333 1.424 4.842
H 2.154 -0.136 4.601
C 2.104 -0.350 -4.316
O 1.468 -0.098 -5.326
N 2.998 -1.355 -4.222
C 3.765 -1.590 -2.986
C 3.162 -2.400 -5.221
H 2.204 0.233 -3.384
H 4.754 -1.154 -3.141
H 3.902 -2.660 -2.847
H 3.284 -1.113 -2.135
H 2.572 -2.151 -6.102
H 4.203 -2.534 -5.503
H 2.683 -3.291 -4.802
C -1.478 3.997 -5.747
O -0.850 5.033 -5.742
N -1.070 2.834 -6.320
C -1.849 1.632 -6.127
C 0.219 2.720 -6.962
H -2.447 3.873 -5.233
H -2.146 1.177 -7.075
H -2.706 1.743 -5.467
H -1.198 0.912 -5.613
H 0.106 2.123 -7.868
H 0.674 3.662 -7.256
H 0.928 2.261 -6.266
C -3.661 7.043 -0.590
O -4.775 7.539 -0.662
N -3.325 5.824 -1.054
C -1.926 5.381 -0.924
C -4.317 4.923 -1.578
H -2.837 7.625 -0.154
H -1.943 4.352 -0.570
H -1.357 5.871 -0.135
H -1.464 5.578 -1.890
H -4.303 3.938 -1.110
H -5.322 5.331 -1.526
H -4.119 4.814 -2.651
C -0.579 -3.395 -1.834
O -0.765 -4.345 -1.096
N -0.923 -3.386 -3.146
C -0.890 -2.156 -3.924
C -1.506 -4.510 -3.851
H -0.207 -2.404 -1.509
H -0.303 -2.356 -4.821
H -0.379 -1.385 -3.352
H -1.873 -1.774 -4.209
H -2.578 -4.337 -3.975
H -1.030 -4.655 -4.821
H -1.400 -5.431 -3.280
C -4.551 -1.295 -2.259
O -5.046 -2.143 -1.541
N -5.304 -0.408 -2.954
C -4.703 0.695 -3.687
C -6.745 -0.385 -2.876
H -3.494 -1.155 -2.541
H -3.625 0.535 -3.694
H -4.939 1.664 -3.244
H -5.037 0.660 -4.727
H -7.154 -1.237 -2.337
H -7.138 0.469 -2.317
H -7.210 -0.374 -3.862
C -2.226 -1.611 0.641
C -3.106 -1.315 1.832
O -2.923 -1.859 2.896
C -4.248 -0.347 1.608
H -2.700 -2.345 -0.014
H -1.243 -1.957 0.944
H -2.198 -0.640 0.138
H -4.110 0.372 0.804
H -4.746 0.051 2.488
H -5.044 -1.015 1.240
C 5.140 -1.268 0.897
C 5.862 -0.386 1.870
O 6.789 -0.832 2.504
C 5.482 1.069 1.928
H 4.786 -2.182 1.369
H 5.879 -1.564 0.148
H 4.323 -0.745 0.402
H 5.420 1.560 0.957
H 6.298 1.590 2.436
H 4.548 1.212 2.472
C -1.757 -5.079 2.857
C -1.255 -4.923 4.274
O -1.978 -4.662 5.203
C 0.246 -4.744 4.444
H -1.548 -4.112 2.396
H -2.827 -5.270 2.925
H -1.272 -5.860 2.274
H 0.836 -5.481 3.899
H 0.502 -4.799 5.503
H 0.606 -3.755 4.150
C -2.833 1.800 4.045
C -2.562 3.208 3.552
O -2.816 4.157 4.246
C -2.106 3.318 2.124
H -3.443 1.697 4.938
H -1.864 1.333 4.247
H -3.258 1.228 3.221
H -2.942 3.305 1.419
H -1.476 2.467 1.858
H -1.586 4.261 1.966
C 4.107 2.643 -1.573
C 5.336 3.406 -1.994
O 5.507 3.649 -3.175
C 6.374 3.816 -0.997
H 3.500 2.394 -2.438
H 3.493 3.295 -0.946
H 4.327 1.709 -1.052
H 6.011 4.660 -0.407
H 7.237 4.178 -1.556
H 6.728 3.014 -0.349
C 1.440 -6.035 0.801
C 2.836 -5.575 0.472
O 3.813 -5.790 1.143
C 2.964 -4.854 -0.851
H 1.409 -6.680 1.681
H 1.061 -6.707 0.026
H 0.778 -5.175 0.889
H 3.015 -3.793 -0.577
H 2.137 -4.915 -1.560
H 3.885 -5.007 -1.414
*
```

***

This record from the Open Molecules 2025 dataset describes one molecule with the formula C30H38N6O3. The level of theory is wB97M-V/def2-TZVPD.

Max |F| ... 1.2 eV/Å
Gap between HOMO and LUMO ... 8.60 eV
Relative energy (zero: lowest compared OMol25 entry of this formula, charge and spin) ... 0.0 kJ/mol
E_HOMO ... -8.41 eV
M ... 530.67 u
DFT total energy ... -46811.89597 eV
Lowest unoccupied orbital energy ... 0.2 eV

Structure (ORCA input):
```
! RIJCOSX wB97M-V def2-TZVPD def2/J DEFGRID3
* xyz 0 1
C 4.365 1.624 2.558
H 4.121 1.299 3.567
H 4.891 2.573 2.620
H 3.436 1.770 2.011
C 5.244 0.595 1.844
C 5.770 1.147 0.522
H 6.452 1.972 0.704
H 4.944 1.501 -0.091
H 6.292 0.365 -0.023
O 4.549 -0.599 1.530
C 4.105 -1.354 2.640
C 3.767 -2.771 2.180
C 2.501 -2.823 1.322
N 2.643 -1.973 0.153
C 2.164 -0.706 0.226
N 1.409 -0.212 1.165
N 1.147 1.065 0.822
C 1.719 1.343 -0.310
N 2.408 0.229 -0.759
C 3.223 -0.070 -1.841
C 3.589 0.857 -2.813
C 4.402 0.474 -3.862
C 4.869 -0.829 -3.962
C 4.526 -1.748 -2.993
C 3.706 -1.385 -1.926
C 3.428 -2.399 -0.893
O 3.852 -3.536 -0.939
H 4.880 -2.767 -3.026
H 5.501 -1.118 -4.787
H 4.676 1.204 -4.609
H 3.250 1.876 -2.757
C 1.610 2.656 -0.999
C 0.571 3.566 -0.332
C -0.834 3.047 -0.632
O -1.431 3.353 -1.646
N -1.329 2.242 0.325
H -0.676 1.896 1.021
C -2.552 1.486 0.163
C -3.401 1.565 1.429
C -4.658 0.713 1.267
N -4.282 -0.665 1.020
C -3.545 -0.781 -0.223
C -2.248 0.016 -0.132
H -1.696 -0.070 -1.071
H -1.630 -0.386 0.673
H -3.313 -1.837 -0.387
H -4.133 -0.419 -1.086
C -5.387 -1.606 1.136
C -6.479 -1.423 0.108
C -6.414 -2.076 -1.117
C -7.377 -1.860 -2.086
C -8.421 -0.984 -1.844
C -8.501 -0.334 -0.624
C -7.536 -0.553 0.344
H -7.609 -0.048 1.297
H -9.317 0.346 -0.425
H -9.173 -0.812 -2.600
H -7.313 -2.376 -3.033
H -5.605 -2.767 -1.311
H -5.801 -1.493 2.142
H -4.963 -2.611 1.051
H -5.243 0.749 2.189
H -5.274 1.127 0.449
H -3.678 2.600 1.634
H -2.819 1.184 2.270
H -3.087 1.934 -0.681
H 0.657 4.565 -0.763
H 0.746 3.612 0.741
H 2.587 3.154 -0.986
H 1.313 2.500 -2.040
H 2.337 -3.844 0.970
H 1.635 -2.463 1.880
H 4.603 -3.162 1.598
H 3.621 -3.403 3.056
H 4.903 -1.394 3.397
H 3.216 -0.888 3.087
H 6.099 0.342 2.497
*
```

***

This record from the Open Molecules 2025 dataset describes one molecule with the formula C28H26O9. The level of theory is wB97M-V/def2-TZVPD.

Max |F| ... 1.3 eV/Å
Gap between HOMO and LUMO ... 8.58 eV
Relative energy (zero: lowest compared OMol25 entry of this formula, charge and spin) ... 9.1 kJ/mol
E_HOMO ... -8.09 eV
M ... 506.51 u
DFT total energy ... -47883.14922 eV
Lowest unoccupied orbital energy ... 0.5 eV

Structure (ORCA input):
```
! RIJCOSX wB97M-V def2-TZVPD def2/J DEFGRID3
* xyz 0 1
C 2.839 -4.962 5.666
H 1.844 -5.361 5.882
O 2.794 -3.578 5.408
C 2.065 -3.132 4.356
C 2.060 -1.745 4.165
C 1.354 -1.184 3.128
C 0.632 -1.992 2.248
C 0.637 -3.370 2.444
C 1.343 -3.942 3.482
H 1.324 -5.014 3.606
H 0.070 -3.984 1.761
C -0.143 -1.438 1.124
O -0.753 -2.117 0.327
C -0.034 0.049 0.919
C -0.961 0.890 1.404
C -0.996 2.343 1.125
C -2.023 2.861 0.348
C -2.092 4.215 0.030
C -1.100 5.024 0.527
C -0.070 4.512 1.318
C 0.008 3.178 1.629
H 0.802 2.794 2.247
O 0.773 5.528 1.680
C 0.238 6.700 1.102
O -0.926 6.374 0.373
H -0.014 7.421 1.896
H 0.982 7.150 0.426
H -2.887 4.615 -0.577
H -2.787 2.193 -0.019
C -2.011 0.323 2.271
O -2.023 -0.817 2.669
O -2.957 1.208 2.617
H -3.608 0.778 3.193
C 1.086 0.452 0.003
C 0.718 0.016 -1.395
C 1.250 -1.125 -1.949
C 0.869 -1.560 -3.223
C -0.071 -0.821 -3.947
C -0.595 0.359 -3.378
C -0.208 0.763 -2.113
H -0.611 1.658 -1.668
O -1.476 1.056 -4.157
C -2.012 2.255 -3.657
H -1.229 2.989 -3.442
H -2.656 2.638 -4.447
H -2.606 2.086 -2.753
O -0.444 -1.205 -5.223
C -1.813 -1.515 -5.399
H -1.894 -1.922 -6.406
H -2.144 -2.265 -4.673
H -2.444 -0.628 -5.311
O 1.509 -2.690 -3.619
C 1.169 -3.352 -4.818
H 1.845 -4.206 -4.868
H 1.316 -2.712 -5.690
H 0.137 -3.711 -4.800
H 1.967 -1.728 -1.416
H 1.226 1.533 0.033
H 2.005 -0.048 0.313
H 1.354 -0.111 3.000
H 2.622 -1.136 4.856
H 3.279 -5.512 4.828
H 3.472 -5.077 6.544
*
```